P | {"formula": "C5H9N3", "method": "ωB97M-V/def2-TZVPD", "smiles": "C1CC2=[NH+]CN=[N+]2C1", "homo_energy_ev": -20.4, "orbital_gap_ev": 8.4, "total_charge": 2, "e_lumo_ha": -0.43941, "elements": ["C", "H", "N", "H", "H", "C", "N", "H", "H", "H", "C", "N", "H", "H", "H", "C", "C"], "coordinates": [[-1.908, -0.199, -0.170], [-1.059, -2.148, -0.539], [1.535, -1.153, -0.068], [3.133, -0.180, 0.811], [-2.350, -0.172, -1.188], [-0.995, -1.350, 0.113], [1.476, 1.078, -0.059], [-1.286, -1.878, 1.163], [-2.877, -0.382, 0.452], [-1.343, 1.484, 1.080], [0.228, 0.725, -0.117], [0.374, -0.642, -0.041], [3.150, -0.034, -0.920], [-1.365, 1.881, -0.531], [2.008, 1.977, -0.032], [-1.110, 1.078, 0.105], [2.389, -0.087, -0.059]], "nbo_charge": [-0.448, 0.281, 0.153, 0.386, 0.277, -0.241, -0.386, 0.319, 0.304, 0.348, 0.574, -0.032, 0.377, 0.324, 0.505, -0.536, -0.205]}

***

Q | {"formula": "C5H9N3", "method": "ωB97M-V/def2-TZVPD", "smiles": "[H]/N=[N+]1/C=[NH+]C(C)=C1C", "homo_energy_ev": [-19.4, -19.4], "orbital_gap_ev": [6.9, 6.9], "total_charge": 2, "e_lumo_ha": [-0.45680, -0.45690], "elements": ["N", "H", "N", "H", "H", "C", "C", "C", "H", "H", "C", "H", "H", "H", "H", "C", "N"], "coordinates": [[-1.072, -0.551, 1.142], [-0.166, -1.958, -2.707], [-0.493, -1.947, -1.800], [2.357, 0.123, -0.981], [-0.875, 1.944, 1.715], [0.405, 0.011, -0.481], [-0.066, 0.365, 0.748], [1.431, 0.630, -1.389], [1.410, 1.630, -1.056], [-1.542, -0.357, 2.009], [0.059, 1.452, 1.683], [1.306, 0.229, -2.380], [0.236, 0.990, 2.718], [-2.083, -2.283, 0.040], [0.782, 2.204, 1.439], [-1.336, -1.379, 0.214], [-0.352, -1.103, -0.914]], "nbo_charge": [-0.413, 0.428, -0.063, 0.280, 0.286, 0.123, 0.273, -0.634, 0.277, 0.499, -0.689, 0.262, 0.291, 0.354, 0.300, 0.427, 0.000]}

***

If you had to bet on the most stable structure above, which would it be? Bet on P.